A molecular structure, C25H36CeCl2N8O2 in a non-equilibrium geometry, computed with the ωB97M-V functional and the def2-TZVPD basis.

As for the spin multiplicity: 2. Its energy above the lowest of the compared OMol25 structures with the same formula, charge and spin is 80.43 kJ/mol. The value obtained for the total energy is -2957.5155 Ha. The expectation value of S² is 0.75. The net charge is +3. The LUMO energy (alpha / beta) is -8.7118 / -8.6903 eV.

CARTESIAN COORDINATES (ANGSTROEM)
Ce (-0.2517, 0.2209, 1.5128)
O (4.7925, 2.7651, 0.2429)
C (3.9334, 3.7683, 0.4088)
C (4.4247, 5.0628, 0.2178)
C (3.5984, 6.1551, 0.3416)
C (2.2411, 5.9945, 0.6534)
C (1.7419, 4.7348, 0.8456)
C (2.5651, 3.5909, 0.7352)
C (1.9649, 2.2942, 0.9788)
O (0.6944, 2.2045, 1.2553)
N (2.7367, 1.2073, 0.8610)
N (2.0829, 0.0359, 1.1095)
C (2.7510, -1.0622, 1.0703)
C (2.0833, -2.3126, 1.4165)
C (2.7689, -3.5173, 1.3400)
C (2.1394, -4.6818, 1.7536)
C (0.8429, -4.5997, 2.2369)
C (0.2218, -3.3614, 2.2666)
N (0.8065, -2.2312, 1.8625)
H (4.3563, 1.9216, 0.4615)
H (5.4739, 5.1728, -0.0225)
H (4.0096, 7.1456, 0.1995)
H (1.6039, 6.8625, 0.7514)
H (0.7002, 4.5890, 1.0998)
H (3.8157, -1.0687, 0.8503)
H (3.7878, -3.5333, 0.9756)
H (2.6603, -5.6292, 1.7125)
H (0.3234, -5.4781, 2.5931)
H (-0.7913, -3.2683, 2.6406)
Cl (-2.2597, 2.2382, 1.8264)
C (-1.6831, 2.5994, 3.4638)
Cl (-0.6895, 1.2323, 4.0331)
H (-2.5351, 2.7058, 4.1256)
H (-1.0631, 3.4883, 3.4387)
N (0.7865, 1.8478, -4.1868)
C (-0.5721, 2.0147, -3.5768)
C (-0.7890, 0.9732, -2.4764)
N (0.2485, 1.0119, -1.4291)
C (1.5648, 0.8224, -2.0774)
C (1.8549, 1.8844, -3.1331)
H (0.9489, 2.5760, -4.8860)
H (0.8376, 0.9561, -4.6839)
H (-1.3288, 1.9179, -4.3536)
H (-0.6194, 3.0241, -3.1682)
H (-0.7916, -0.0319, -2.9058)
H (-1.7697, 1.1425, -2.0341)
H (0.2441, 1.9397, -1.0063)
H (1.5728, -0.1720, -2.5347)
H (2.3626, 0.8621, -1.3418)
H (2.8266, 1.7196, -3.5963)
H (1.8538, 2.8813, -2.6899)
C (-2.5093, -3.6294, -2.1246)
C (-1.1331, -3.2115, -1.6470)
N (-1.2970, -2.0859, -0.7195)
C (-2.3117, -2.0713, 0.2221)
N (-2.1775, -1.1775, 1.1950)
C (-3.2022, -1.2401, 2.2543)
C (-4.5781, -1.4745, 1.6552)
C (-4.5558, -2.7860, 0.8954)
N (-3.3483, -2.8913, 0.0661)
C (-3.3354, -3.9936, -0.9060)
H (-2.4417, -4.4765, -2.8040)
H (-2.9822, -2.7997, -2.6541)
H (-0.5065, -2.8834, -2.4762)
H (-0.6372, -4.0538, -1.1537)
H (-0.4223, -1.7303, -0.3618)
H (-3.1933, -0.3083, 2.8214)
H (-2.9696, -2.0539, 2.9506)
H (-4.8226, -0.6532, 0.9781)
H (-5.3348, -1.5099, 2.4370)
H (-5.4185, -2.8521, 0.2327)
H (-4.5996, -3.6374, 1.5788)
H (-4.3641, -4.2041, -1.1911)
H (-2.9371, -4.8924, -0.4271)


2 unconnected molecules or ions with the total composition C25H36Cl2P in a non-equilibrium geometry, computed with the ωB97M-V functional and the def2-TZVPD basis.

Its energy above the lowest of the compared OMol25 structures with the same formula, charge and spin is 245.01 kJ/mol. The value obtained for the total energy is -2235.6458 Ha. The net charge is +1. The LUMO energy is -5.9856 eV.

CARTESIAN COORDINATES (ANGSTROEM)
C (-4.7264, -2.2638, -1.2034)
C (-3.5082, -1.8925, -0.3559)
C (-2.2373, -1.7433, -1.1899)
C (-0.9723, -1.4498, -0.3562)
P (-1.1594, -0.0035, 0.7589)
C (0.0448, 0.1271, 2.1326)
C (-0.5826, -0.0581, 3.5323)
C (-1.7083, 0.9060, 3.9036)
C (-2.1400, 0.7417, 5.3623)
C (-0.9643, 1.5305, -0.2518)
C (-1.5017, 2.7866, 0.4532)
C (-1.4023, 4.0705, -0.3873)
C (0.0307, 4.4778, -0.7265)
H (-5.5658, -2.5229, -0.5528)
H (-5.0326, -1.4259, -1.8401)
H (-4.5105, -3.1258, -1.8459)
H (-3.6944, -0.9538, 0.1841)
H (-3.3434, -2.6658, 0.4049)
H (-2.0676, -2.6674, -1.7611)
H (-2.3806, -0.9443, -1.9325)
H (-0.7211, -2.3183, 0.2772)
H (-0.1277, -1.2785, -1.0395)
H (0.7862, -0.6692, 2.0080)
H (0.5627, 1.0997, 2.0862)
H (-0.9645, -1.0841, 3.6264)
H (0.2162, 0.0354, 4.2819)
H (-1.3816, 1.9387, 3.7300)
H (-2.5665, 0.7341, 3.2420)
H (-2.8529, 1.5203, 5.6405)
H (-2.6181, -0.2294, 5.5224)
H (-1.2810, 0.8105, 6.0368)
H (0.0896, 1.6598, -0.5326)
H (-1.5362, 1.3774, -1.1830)
H (-2.5530, 2.6270, 0.7224)
H (-0.9719, 2.9435, 1.4019)
H (-1.9731, 3.9297, -1.3125)
H (-1.8936, 4.8821, 0.1650)
H (0.0534, 5.4930, -1.1359)
H (0.6637, 4.4651, 0.1715)
H (0.4731, 3.8082, -1.4758)
Cl (2.7399, 2.1615, -5.9755)
C (2.3906, 1.3864, -4.4924)
C (2.1730, 2.1560, -3.3380)
C (2.0124, 1.5199, -2.1102)
C (1.9877, 0.0949, -2.0017)
C (1.8702, -0.5272, -0.7064)
C (2.6091, -1.6913, -0.2992)
C (2.7649, -1.9886, 1.0910)
C (3.3779, -3.1551, 1.5318)
C (3.9490, -4.0350, 0.5972)
Cl (4.7630, -5.4345, 1.1349)
C (3.9143, -3.7290, -0.7673)
C (3.2804, -2.5701, -1.2000)
C (2.0845, -0.6401, -3.2190)
C (2.3607, -0.0125, -4.4314)
H (2.1669, 3.2434, -3.4027)
H (1.9697, 2.1167, -1.1911)
H (1.4221, 0.0737, 0.0870)
H (2.4624, -1.2374, 1.8260)
H (3.4478, -3.3684, 2.5957)
H (4.4108, -4.3778, -1.4886)
H (3.3606, -2.3252, -2.2528)
H (1.9457, -1.7233, -3.2230)
H (2.5548, -0.6050, -5.3257)


2 unconnected molecules or ions with the total composition C25H36F3NO6S3Si in a non-equilibrium geometry, computed with the ωB97M-V functional and the def2-TZVPD basis.

Its energy above the lowest of the compared OMol25 structures with the same formula, charge and spin is 14.60 kJ/mol. The value obtained for the total energy is -3263.9924 Ha. The net charge is 0. The LUMO energy is -0.1273 eV.

CARTESIAN COORDINATES (ANGSTROEM)
C (4.1533, -3.2547, 4.1024)
C (3.7613, -1.9994, 4.8671)
C (2.2561, -1.7942, 5.0733)
C (1.7318, -0.4341, 4.7126)
O (1.6135, -0.4821, 3.2361)
C (0.8235, 0.4036, 2.6034)
C (0.6616, 0.0739, 1.2781)
O (0.3502, 1.3558, 3.3949)
Si (-0.4474, 2.8844, 3.6842)
C (0.2518, 3.9832, 2.3626)
C (-2.2383, 2.5025, 3.5346)
C (-0.0819, 3.5438, 5.4752)
C (1.1151, 4.5080, 5.3854)
C (0.2757, 2.3544, 6.3821)
C (-1.2991, 4.2809, 6.0742)
H (5.1969, -3.4918, 4.3075)
H (3.5439, -4.1114, 4.4048)
H (4.0469, -3.1300, 3.0266)
H (4.2268, -2.0614, 5.8615)
H (4.2009, -1.1036, 4.4152)
H (1.6694, -2.5518, 4.5505)
H (2.0458, -1.9461, 6.1341)
H (0.7409, -0.2578, 5.1421)
H (2.4179, 0.3786, 4.9623)
H (0.1992, 0.7976, 0.6233)
H (1.2729, -0.7488, 0.9383)
H (-0.1775, 5.0012, 2.3728)
H (1.3456, 4.0526, 2.4763)
H (0.0217, 3.5374, 1.3815)
H (-2.8118, 3.4400, 3.4456)
H (-2.3761, 1.9138, 2.6139)
H (-2.6236, 1.9226, 4.3869)
H (0.8978, 5.3833, 4.7599)
H (1.3845, 4.8758, 6.3877)
H (2.0078, 4.0135, 4.9760)
H (-0.5377, 1.6152, 6.4233)
H (1.1924, 1.8521, 6.0437)
H (0.4630, 2.6857, 7.4177)
H (-2.1584, 3.6178, 6.2306)
H (-1.0290, 4.6936, 7.0588)
H (-1.6424, 5.1241, 5.4603)
F (1.9135, -1.5009, -1.6096)
C (1.2198, -2.5780, -2.1127)
F (0.8917, -2.3065, -3.3870)
F (2.0607, -3.6433, -2.1349)
S (-0.2457, -2.7188, -1.0118)
N (-0.8497, -4.4032, -1.4786)
S (-1.3994, -4.8191, -3.0796)
C (-0.2552, -6.0235, -3.7841)
C (-0.0609, -5.9455, -5.1707)
C (0.6552, -6.9541, -5.8331)
C (1.2218, -8.0026, -5.0993)
C (1.0768, -8.0437, -3.7110)
C (0.3248, -7.0623, -3.0641)
O (-2.6743, -5.4552, -2.8719)
O (-1.2901, -3.6581, -3.9196)
S (-1.5598, -5.3258, -0.1431)
C (-0.2664, -4.8857, 0.9800)
C (1.0483, -5.2245, 0.6518)
C (2.0491, -4.3676, 1.0832)
C (1.7083, -3.2277, 1.8236)
C (0.4393, -3.1326, 2.4108)
C (-0.5463, -4.0664, 2.0939)
O (-2.7962, -4.7220, 0.2730)
O (-1.4490, -6.7235, -0.4916)
H (-0.4805, -5.1064, -5.7209)
H (0.7634, -6.9261, -6.9228)
H (1.7788, -8.7905, -5.6004)
H (1.5120, -8.8577, -3.1302)
H (0.1617, -7.0765, -2.0014)
H (1.2588, -6.1125, 0.0608)
H (3.0978, -4.5737, 0.8302)
H (2.4434, -2.4424, 2.0043)
H (0.1748, -2.2929, 3.0575)
H (-1.5292, -4.0648, 2.5819)